Molecular formula: C34H71BINO27S
Method: DFT, ωB97M-V/def2-TZVPD

Atoms and positions in Å:
I  5.829  0.660  -0.865
S  4.965  -2.810  1.127
O  2.841  1.526  -4.642
O  -1.078  9.565  0.792
O  -0.930  -0.539  5.460
O  -3.095  -1.165  5.557
O  0.042  -5.210  -1.429
O  -8.841  2.939  1.333
O  -0.493  4.030  -1.801
O  -4.829  -6.514  3.932
O  -2.548  0.450  4.237
O  -2.129  5.275  -2.731
O  7.006  -2.277  -6.948
O  -3.262  -8.941  -0.766
O  3.181  3.089  -6.084
O  -3.326  9.373  0.768
O  -3.810  -11.120  -0.972
O  0.511  -4.488  0.545
O  -2.261  11.214  1.524
O  -7.847  4.699  0.327
O  -3.384  -10.347  0.996
O  7.999  -0.427  -6.123
O  0.595  -3.035  -1.181
O  9.245  -2.066  -6.766
O  -6.610  3.282  1.379
O  4.874  2.509  -4.709
O  -2.199  4.552  -0.593
O  -3.275  -5.187  4.891
O  -2.914  -6.311  2.968
N  0.641  2.791  0.963
C  -3.474  5.186  -0.442
C  1.473  0.608  1.801
C  -2.728  -2.172  6.506
C  9.375  -3.378  -7.317
C  0.403  -4.136  -0.737
C  -1.659  4.679  -1.800
C  -3.538  11.794  1.803
C  -3.636  -5.927  4.016
C  -7.864  3.576  1.043
C  5.896  2.198  2.142
C  2.829  0.197  1.206
C  -2.321  9.990  1.005
C  -1.553  1.329  3.704
C  3.751  -0.518  2.236
C  -3.934  -10.915  -2.381
C  -9.138  5.138  -0.106
C  0.893  -3.418  1.411
C  6.273  -0.168  1.065
C  4.044  4.063  -6.680
C  3.276  0.739  -3.532
C  7.985  -1.650  -6.641
C  6.707  0.897  2.090
C  -1.597  -5.751  2.917
C  -3.032  -9.253  1.854
C  -0.128  -4.981  -2.831
C  -1.005  8.253  0.228
C  0.578  1.331  0.771
C  -6.472  2.087  2.155
C  -5.723  -6.186  5.000
C  -3.465  -10.027  -0.291
C  -2.081  -0.421  5.129
C  6.700  0.148  -5.934
C  3.745  2.381  -5.109
C  0.208  4.070  -3.046
B  5.044  -1.059  1.507
H  3.170  -1.357  2.650
H  1.560  3.038  1.309
H  6.114  2.722  3.081
H  -0.377  3.608  -3.838
H  -1.649  -4.666  2.852
H  -1.462  7.524  0.894
H  8.949  -3.418  -8.318
H  0.938  -3.835  2.414
H  -0.421  -5.938  -3.252
H  2.677  -0.469  0.345
H  0.052  8.031  0.111
H  6.856  1.129  -5.500
H  2.430  0.118  -3.252
H  -0.463  1.005  0.848
H  6.114  -0.467  -5.254
H  3.546  1.387  -2.700
H  7.755  1.152  1.889
H  -4.124  11.887  0.890
H  0.153  -2.619  1.380
H  0.518  3.278  0.083
H  3.331  1.092  0.818
H  -0.769  0.770  3.202
H  -4.704  -10.176  -2.595
H  6.171  2.875  1.327
H  -0.908  -4.243  -3.005
H  -5.307  -6.499  5.956
H  1.872  -3.028  1.135
H  8.882  -4.112  -6.682
H  -8.966  6.051  -0.668
H  -4.216  -11.878  -2.796
H  -4.082  11.191  2.527
H  4.818  2.020  2.116
H  -3.782  5.009  0.583
H  -1.124  1.947  4.491
H  -6.639  -6.731  4.796
H  -7.014  2.176  3.095
H  -6.838  1.226  1.600
H  0.804  -4.643  -3.279
H  -1.022  -6.046  3.793
H  6.682  0.438  3.088
H  -2.057  1.963  2.981
H  -9.603  4.389  -0.743
H  1.676  1.278  2.649
H  -2.996  -9.666  2.858
H  10.441  -3.578  -7.358
H  0.971  -0.273  2.217
H  4.910  3.583  -7.131
H  -5.409  1.981  2.348
H  0.458  5.094  -3.320
H  0.944  1.040  -0.229
H  6.069  -3.028  0.394
H  -9.780  5.342  0.750
H  -1.129  -6.145  2.019
H  -3.394  6.258  -0.618
H  7.134  -0.815  0.862
H  4.372  4.789  -5.938
H  3.451  4.554  -7.445
H  1.121  3.501  -2.891
H  -2.294  -1.715  7.394
H  -3.332  12.777  2.215
H  6.183  0.236  -6.888
H  -3.778  -8.467  1.803
H  4.003  0.166  3.056
H  -3.647  -2.690  6.758
H  -5.921  -5.116  5.017
H  -4.207  4.754  -1.121
H  -2.024  -2.874  6.065
H  -2.987  -10.588  -2.806
H  -2.056  -8.857  1.580
H  4.121  0.108  -3.799
H  -1.497  8.226  -0.743

Results
* HOMO-LUMO gap: 0.3440 Eh
* SMILES: CC[C@H](I)B(S)CCCCN.COC(=O)OC.COC(=O)OC.COC(=O)OC.COC(=O)OC.COC(=O)OC.COC(=O)OC.COC(=O)OC.COC(=O)OC.COC(=O)OC
* multiplicity: 1

=====

Molecular formula: C46H64N3P2PbSSiTe
Method: DFT, ωB97M-V/def2-TZVPD

Atoms and positions in Å:
Pb  -0.910  -0.914  0.642
Te  -1.894  -3.110  -3.174
S  -2.459  -1.239  3.233
P  -2.240  1.276  -0.867
P  1.839  -0.994  -0.293
Si  0.217  1.371  1.472
N  -0.339  -3.212  2.192
N  -0.919  -0.584  5.368
N  -0.167  -2.308  4.324
C  -1.003  2.796  1.179
C  0.742  -1.393  -4.280
C  0.182  -4.701  3.988
C  -0.868  3.977  1.928
C  5.161  -0.559  2.345
C  2.714  -2.610  -2.653
C  -4.637  0.976  0.542
C  -0.072  -5.547  1.765
C  5.320  -0.508  0.829
C  -2.090  1.244  -3.720
C  -0.109  -3.451  3.468
C  4.642  -1.707  0.151
C  3.352  1.109  -1.386
C  -2.026  2.129  -4.980
C  3.039  -1.868  2.106
C  2.344  0.741  -0.487
C  -4.061  0.972  -0.895
C  -2.968  3.783  0.147
C  -1.010  3.280  -4.841
C  0.658  -2.109  5.433
C  2.081  -1.763  -4.963
C  3.173  -1.950  0.568
C  1.003  -0.728  -2.937
C  -2.076  2.715  0.272
C  -5.949  0.196  0.592
C  0.207  -5.767  3.106
C  2.061  3.057  0.091
C  3.219  -1.967  -3.946
C  -0.337  -4.251  1.355
C  -2.816  4.934  0.903
C  3.678  -0.609  2.692
C  -1.754  5.035  1.793
C  0.194  -1.028  6.072
C  -1.161  -1.381  4.299
C  -4.551  -1.526  -0.652
C  3.061  3.414  -0.798
C  -1.748  0.561  5.732
C  1.619  -1.753  -1.970
C  1.666  1.721  0.265
C  -1.872  2.108  -2.475
C  -0.424  2.648  -2.464
C  0.114  2.891  -3.887
C  3.707  2.435  -1.549
C  0.868  1.616  3.221
C  -4.414  -0.353  -1.623
C  -5.698  -1.301  0.354
H  3.694  -1.008  -3.720
H  3.334  4.456  -0.916
H  6.376  -0.504  0.552
H  -6.442  0.347  1.554
H  -3.799  3.722  -0.549
H  -4.780  1.997  0.888
H  0.159  -2.342  -4.126
H  5.199  -2.608  0.433
H  0.604  1.985  -4.263
H  0.354  -4.841  5.047
H  -0.386  3.571  -1.881
H  -3.607  -1.657  -0.113
H  2.357  -0.967  -5.659
H  -1.321  0.465  -3.760
H  -1.769  1.507  -5.841
H  0.880  3.668  -3.856
H  -3.666  -0.592  -2.381
H  -0.049  4.075  2.635
H  2.279  -3.581  -2.903
H  1.553  3.841  0.648
H  -1.504  4.181  -4.463
H  -1.622  5.933  2.384
H  -2.715  0.227  6.098
H  3.529  -0.585  3.775
H  -3.924  0.514  1.240
H  -5.445  -1.783  1.302
H  3.991  -2.597  -4.388
H  5.657  -1.455  2.740
H  0.231  1.934  -1.955
H  1.950  -2.666  -5.562
H  3.545  -2.824  -1.987
H  0.796  -2.436  -1.736
H  1.659  2.374  3.234
H  -3.524  5.748  0.800
H  3.541  -2.743  2.538
H  -6.624  0.593  -0.173
H  -1.909  1.187  4.859
H  3.192  0.280  2.277
H  -0.606  3.537  -5.821
H  -4.494  1.801  -1.461
H  1.525  -2.720  5.621
H  0.084  -0.322  -2.504
H  4.481  2.708  -2.256
H  -0.089  -6.361  1.053
H  -6.614  -1.772  -0.007
H  1.990  -1.928  2.382
H  2.886  -2.963  0.268
H  0.125  -0.776  -4.935
H  -2.578  2.946  -2.520
H  -4.709  -2.450  -1.210
H  -1.229  1.122  6.505
H  1.282  0.694  3.643
H  -3.053  0.737  -3.692
H  0.428  -6.763  3.469
H  4.890  0.427  0.466
H  -3.019  2.539  -5.178
H  5.640  0.306  2.808
H  4.736  -1.612  -0.932
H  1.676  0.120  -3.094
H  -5.361  -0.220  -2.155
H  0.552  -0.533  6.958
H  3.871  0.345  -1.957
H  0.057  1.951  3.879
H  -0.554  -4.022  0.316

Results
* HOMO-LUMO gap (spin up / spin down): 0.2046 / 0.2039 Eh
* ΔE to the lowest compared entry with this formula, charge and spin: 0.0 kcal per mole
* net charge: +1
* multiplicity: 1

=====

Molecular formula: C17H38BGeN6SeZr
Method: DFT, ωB97M-V/def2-TZVPD

Atoms and positions in Å:
Zr  0.974  -0.802  -0.239
Se  -0.417  1.315  0.684
Ge  -3.357  2.839  0.909
N  1.099  -1.575  1.864
N  1.624  -0.895  -2.879
N  3.003  -0.078  -0.149
N  -0.751  -2.293  -0.278
N  0.728  -0.066  -2.218
N  3.551  -0.712  -1.251
C  3.975  0.738  0.335
C  1.478  -0.732  -4.188
C  0.473  0.213  -4.423
C  0.864  2.771  0.422
C  1.503  -0.622  2.947
C  -4.380  1.272  1.412
C  2.120  -2.676  1.833
C  -2.439  3.611  2.433
C  0.044  0.604  -3.179
C  -0.797  -2.995  1.051
C  -4.266  4.159  -0.153
C  -1.937  2.039  -0.319
C  -0.642  -3.311  -1.377
C  -2.028  -1.533  -0.491
C  5.102  0.647  -0.440
C  -0.260  -2.129  2.181
C  4.790  -0.281  -1.439
B  2.669  -1.705  -2.048
H  -1.502  -3.980  -1.340
H  1.752  2.582  1.017
H  0.120  0.562  -5.381
H  -4.875  0.827  0.547
H  -2.241  -0.880  0.353
H  -1.793  2.898  2.947
H  -2.366  1.217  -0.889
H  -1.969  -0.954  -1.410
H  0.370  3.665  0.792
H  3.283  -2.462  -2.723
H  1.622  -1.171  3.881
H  0.266  -3.895  -1.254
H  -0.719  1.317  -2.910
H  2.022  -2.336  -1.161
H  -3.730  0.529  1.887
H  -3.595  4.990  -0.370
H  -0.211  -2.740  3.084
H  0.738  0.137  3.082
H  2.089  -1.287  -4.887
H  5.392  -0.660  -2.254
H  -2.848  -2.244  -0.584
H  3.108  -2.263  1.650
H  -3.196  3.937  3.149
H  -1.820  -3.283  1.292
H  -4.656  3.749  -1.084
H  -0.224  -3.915  0.965
H  -0.630  -2.804  -2.340
H  6.033  1.175  -0.310
H  -1.861  4.492  2.146
H  -0.921  -1.290  2.394
H  2.455  -0.164  2.695
H  -5.149  1.540  2.139
H  3.815  1.339  1.217
H  -1.501  2.764  -1.008
H  -5.105  4.539  0.433
H  2.129  -3.176  2.802
H  1.103  2.861  -0.632
H  1.897  -3.419  1.067

Results
* HOMO-LUMO gap: 0.2584 Eh
* ΔE to the lowest compared entry with this formula, charge and spin: 0.0 kcal per mole
* net charge: +3
* multiplicity: 1